A structure of composition C32H23BCl2F4IrN4O3 in a non-equilibrium geometry. Source: the OMol25 dataset; level of theory: ωB97M-V/def2-TZVPD.

Positions of all 70 atoms, in Å:
Ir: -0.59953 0.21492 0.64558
C: 1.63696 -0.86906 4.36975
O: 1.06118 0.47756 4.49041
C: 0.62485 0.76885 3.29741
N: 0.91643 0.01510 2.30361
C: 1.81344 -1.05111 2.85359
C: 1.56667 -2.45627 2.36867
C: 0.53669 -2.75562 1.50566
C: 0.37833 -4.04078 1.00255
C: 1.26010 -5.03921 1.38393
C: 2.28732 -4.75102 2.27716
C: 2.44073 -3.46508 2.76943
C: -0.15559 1.98331 3.04132
C: -0.40594 3.00920 3.93253
C: -1.22373 4.04453 3.51279
C: -1.79523 4.00131 2.24446
C: -1.48227 2.93580 1.42799
N: -0.64630 1.96940 1.80524
C: -2.05651 2.64170 0.11798
N: -1.83981 1.50411 -0.42773
C: -2.56103 1.46435 -1.72676
C: -3.22120 2.86847 -1.75633
O: -2.80783 3.51557 -0.50671
C: -1.67248 1.25546 -2.92621
C: -2.15017 0.53208 -4.01029
C: -1.36051 0.36621 -5.13993
C: -0.08719 0.91462 -5.18673
C: 0.39001 1.64741 -4.10745
C: -0.40233 1.82094 -2.98196
H: 0.91926 -1.57190 4.78623
H: 2.56385 -0.88455 4.93261
H: 2.82906 -0.77420 2.55527
H: -0.16249 -1.97752 1.24385
H: -0.44567 -4.25897 0.33460
H: 1.14701 -6.04248 0.99389
H: 2.96719 -5.53193 2.59241
H: 3.24415 -3.24624 3.46619
H: 0.00058 2.96627 4.93273
H: -1.44127 4.87018 4.17612
H: -2.48421 4.75850 1.89848
H: -3.29623 0.66373 -1.66350
H: -4.30671 2.84502 -1.77490
H: -2.85003 3.47568 -2.57578
H: -3.14067 0.09301 -3.97275
H: -1.74380 -0.19269 -5.98417
H: 0.53292 0.77292 -6.06290
H: 1.38186 2.08248 -4.13947
H: -0.02830 2.39915 -2.14209
Cl: -1.84099 -2.86715 -3.12924
C: -0.35670 -2.02692 -2.86836
C: 0.70687 -2.16786 -3.78408
C: 1.89867 -1.52819 -3.58953
Cl: 3.18959 -1.73456 -4.72850
C: 2.08071 -0.68115 -2.47225
C: 3.24146 0.05379 -2.16282
C: 3.26255 0.85161 -1.04944
C: 2.12976 0.93168 -0.22782
N: 1.02539 0.26050 -0.50014
C: 0.98965 -0.55009 -1.59938
C: -0.21970 -1.23370 -1.75826
O: -1.13708 -1.03131 -0.82225
H: 0.56662 -2.79980 -4.65051
H: 4.10595 -0.01847 -2.80972
H: 4.13982 1.42744 -0.79236
H: 2.11603 1.55452 0.65447
F: -3.66095 -1.06257 3.43440
B: -2.43260 -0.51400 3.30794
F: -2.30336 0.72648 3.93476
F: -1.37015 -1.34525 3.63065
F: -2.26308 -0.21419 1.80563

Output
* total charge: +1
* orbital gap: 6.57 eV
* calculated total energy: -85092.671 eV
* HOMO energy: -10.55 eV
* maximum force: 3.3 eV Å⁻¹